{
  "formula": "C32H38BrN7O7PSSc",
  "method": "wB97M-V/def2-TZVPD",
  "symbols": ["Sc", "O", "C", "O", "C", "C", "C", "C", "C", "C", "P", "C", "C", "C", "C", "C", "C", "C", "C", "C", "C", "C", "C", "H", "H", "H", "H", "H", "H", "H", "H", "H", "H", "H", "H", "H", "H", "O", "S", "O", "O", "O", "O", "C", "N", "C", "N", "C", "N", "C", "N", "C", "N", "C", "C", "H", "H", "H", "H", "H", "H", "H", "H", "H", "H", "H", "H", "Br", "C", "C", "N", "C", "C", "N", "C", "C", "H", "H", "H", "H", "H", "H", "H", "H", "H", "H", "H", "H"],
  "positions_angstrom": [[0.5422, -1.2121, -0.6575], [3.9213, 0.6694, 0.8707], [2.7159, 0.6552, 1.1145], [1.7675, 0.4149, 0.3002], [2.2589, 0.9975, 2.5328], [3.2538, 1.2547, 3.4687], [2.9456, 1.5832, 4.7796], [1.6158, 1.6580, 5.1613], [0.6168, 1.4043, 4.2313], [0.9163, 1.0680, 2.9135], [-0.4408, 0.7571, 1.6986], [-1.8790, 0.5824, 2.8281], [-2.8856, 1.5129, 3.0562], [-3.9803, 1.1938, 3.8542], [-4.0718, -0.0590, 4.4427], [-3.0637, -0.9930, 4.2264], [-1.9824, -0.6798, 3.4180], [-0.6987, 2.4256, 1.0017], [0.2321, 3.4520, 1.0974], [0.0170, 4.6657, 0.4542], [-1.1344, 4.8721, -0.2876], [-2.0731, 3.8525, -0.3913], [-1.8500, 2.6427, 0.2422], [4.2758, 1.1772, 3.1227], [3.7383, 1.7752, 5.4935], [1.3461, 1.9097, 6.1804], [-0.4165, 1.4636, 4.5470], [-2.8292, 2.4996, 2.6122], [-4.7589, 1.9308, 4.0123], [-4.9254, -0.3113, 5.0608], [-3.1237, -1.9768, 4.6743], [-1.2061, -1.4188, 3.2357], [1.1421, 3.3042, 1.6653], [0.7650, 5.4459, 0.5250], [-1.2904, 5.8103, -0.8055], [-2.9622, 3.9820, -0.9951], [-2.5747, 1.8420, 0.1309], [1.0023, -4.3279, 1.5720], [0.9502, -2.8982, 1.4067], [1.1188, -2.1244, 2.6273], [-0.3631, -2.4650, 0.7202], [1.9252, -2.4095, 0.3282], [-0.3172, 2.4973, -3.0008], [-0.2094, 1.4580, -2.4214], [-0.1166, 0.4179, -1.8649], [2.8214, -1.5724, -3.5941], [4.0733, -1.3640, -4.3412], [5.1609, -1.9437, -3.5514], [5.2653, -1.3619, -2.2193], [3.9872, -1.5722, -1.5178], [2.8555, -0.9678, -2.2509], [3.1274, 0.4778, -2.4279], [4.3929, 0.7215, -3.1356], [4.3154, 0.0748, -4.4387], [5.4624, 0.0830, -2.3623], [2.6407, -2.6394, -3.4901], [1.9884, -1.1413, -4.1507], [6.1042, -1.7866, -4.0867], [4.9859, -3.0184, -3.4532], [4.0440, -1.1256, -0.5307], [3.7930, -2.6403, -1.4216], [3.1672, 0.9436, -1.4512], [2.3087, 0.9093, -3.0037], [5.2556, 0.2367, -4.9779], [3.4999, 0.5285, -5.0083], [5.4854, 0.5281, -1.3674], [6.4164, 0.2596, -2.8717], [0.1060, -2.9941, -2.5514], [-3.2195, -0.4247, -1.8668], [-4.7652, -0.3899, -1.7514], [-5.2581, -1.5857, -1.0546], [-4.6906, -2.7689, -1.7149], [-3.1426, -2.7807, -1.5970], [-2.6890, -1.5076, -1.0440], [-3.2042, -1.3738, 0.3170], [-4.7450, -1.5453, 0.3207], [-2.7538, 0.5172, -1.5664], [-2.8968, -0.6084, -2.8944], [-5.2367, -0.3359, -2.7368], [-5.1014, 0.4818, -1.1814], [-5.0039, -2.7480, -2.7630], [-5.1318, -3.6616, -1.2616], [-2.6550, -2.9347, -2.5573], [-2.7866, -3.5737, -0.9368], [-2.9201, -0.3870, 0.6934], [-2.7007, -2.1063, 0.9480], [-5.2348, -0.7252, 0.8529], [-5.0351, -2.4764, 0.8156]],
  "forces_ev_per_a": [[0.52, 0.21, -0.42], [0.05, 0.04, -0.11], [-0.36, -0.06, 0.36], [-0.13, -0.20, -0.26], [0.21, 0.00, -0.04], [0.01, 0.01, 0.05], [0.05, -0.03, -0.11], [-0.07, -0.01, -0.05], [0.00, 0.02, 0.13], [-0.15, 0.01, -0.14], [0.17, -0.19, -0.16], [0.06, 0.02, 0.05], [-0.10, 0.09, 0.08], [0.04, -0.05, -0.01], [0.01, 0.00, -0.01], [0.01, 0.05, -0.02], [-0.05, -0.12, 0.13], [-0.05, 0.06, 0.06], [0.04, 0.08, -0.02], [-0.02, -0.03, 0.00], [-0.04, -0.02, 0.00], [0.05, -0.01, 0.01], [-0.01, -0.03, -0.07], [0.02, 0.02, 0.03], [-0.01, 0.00, 0.02], [0.00, 0.01, 0.01], [0.00, 0.01, 0.01], [0.04, -0.03, 0.00], [-0.02, 0.00, 0.02], [-0.01, 0.00, 0.00], [-0.02, -0.02, 0.02], [0.03, 0.03, -0.05], [-0.01, -0.01, 0.00], [0.01, 0.01, 0.00], [0.00, 0.01, 0.00], [-0.01, 0.03, -0.01], [0.04, 0.04, 0.01], [0.03, -0.03, 0.06], [-0.09, 0.13, -0.52], [-0.02, -0.11, 0.06], [0.12, 0.09, 0.46], [0.00, -0.19, 0.63], [-0.03, 0.19, -0.13], [-0.04, -0.01, -0.02], [-0.11, 0.00, 0.08], [-0.06, 0.00, 0.03], [-0.02, 0.01, 0.05], [0.03, -0.08, -0.03], [-0.04, 0.03, 0.00], [-0.07, -0.01, -0.03], [0.03, 0.20, -0.11], [-0.03, -0.11, 0.00], [0.00, -0.04, 0.05], [-0.01, 0.02, -0.08], [0.03, 0.00, 0.00], [0.01, -0.01, -0.02], [0.00, 0.00, 0.00], [0.00, 0.00, 0.01], [0.00, 0.01, 0.00], [-0.01, 0.01, 0.05], [0.02, 0.00, 0.04], [0.01, 0.04, 0.07], [0.00, 0.02, -0.01], [0.00, 0.01, 0.01], [0.01, 0.00, 0.00], [0.01, 0.02, 0.01], [0.00, 0.00, 0.01], [-0.09, -0.19, -0.21], [0.07, 0.03, -0.14], [-0.01, 0.04, 0.02], [0.04, 0.02, -0.03], [0.01, -0.05, -0.04], [-0.04, -0.07, 0.09], [0.11, 0.17, 0.11], [0.00, 0.08, 0.09], [0.02, -0.04, 0.06], [-0.07, -0.09, 0.02], [0.00, 0.00, 0.01], [-0.02, -0.03, -0.01], [0.00, 0.01, 0.00], [-0.02, 0.02, 0.00], [-0.01, 0.01, 0.02], [-0.02, 0.02, -0.03], [0.00, 0.01, 0.02], [-0.07, -0.09, -0.10], [-0.01, 0.01, -0.02], [-0.01, 0.01, 0.00], [-0.02, -0.01, -0.01]],
  "de_lowest_kcal_mol": 8.98,
  "gap_ha": 0.273,
  "charge": -2,
  "multiplicity": 1,
  "max_force_ev_per_a": 0.701,
  "homo_energy_ev": -3.15,
  "total_energy_ha": -6226.84510
}